#A
{
  "formula": "H31O16",
  "method": "ωB97M-V/def2-TZVPD",
  "species": ["O", "O", "O", "O", "O", "O", "O", "O", "O", "O", "O", "O", "O", "O", "O", "O", "H", "H", "H", "H", "H", "H", "H", "H", "H", "H", "H", "H", "H", "H", "H", "H", "H", "H", "H", "H", "H", "H", "H", "H", "H", "H", "H", "H", "H", "H", "H"],
  "coordinates": [[-1.87490, -2.75821, 2.56420], [-0.47235, 1.35939, 0.70984], [-2.99954, 0.27190, 3.39855], [2.23661, 0.06437, 3.22935], [1.03499, -2.50946, -4.79669], [1.10170, 3.16362, -4.30111], [1.95791, 1.16721, 0.83027], [-1.67138, -0.87240, -0.03042], [-3.48199, 1.97434, -2.42611], [0.60301, -2.00082, 1.70777], [2.33262, -0.07132, -4.58287], [-0.83660, -1.31311, 5.24941], [-0.91304, 1.75082, -1.74995], [-0.55748, 1.61500, 3.69040], [0.49899, -2.00405, -1.86293], [2.19452, -0.13138, -1.32653], [-0.96877, -2.41959, 2.34633], [1.16390, -1.50564, 2.30921], [-2.64528, 0.10937, 4.26048], [-2.21934, -0.38493, -0.64060], [-0.50476, 2.32677, -2.39948], [1.43076, 2.25966, -4.17661], [2.10449, -0.89415, -5.04000], [0.70003, -1.58902, 0.78013], [1.82160, 3.65621, -4.68475], [-3.07708, 1.55989, -3.19592], [-0.37175, 1.81690, 1.54034], [2.23206, 0.14085, 2.23047], [2.35156, 2.03539, 1.02158], [-1.34130, 2.12216, 3.83991], [1.86146, -0.09304, -3.74473], [-1.18878, -0.12398, 0.42715], [-0.05100, -1.00456, 4.81128], [-0.36722, -1.56799, -1.88090], [-3.11074, -0.46771, 2.80823], [1.17564, -2.44939, -3.82232], [-0.68172, 0.80225, 3.19558], [2.06822, -0.02002, -0.33935], [0.17264, -2.91980, -4.82629], [0.70257, 1.14249, 0.56417], [3.14095, -0.16553, -1.43251], [-1.00861, -2.17615, 4.83524], [-2.14261, -3.13512, 1.72098], [1.04832, -1.12063, -1.61574], [1.59287, 0.71298, 3.56104], [-2.78844, 2.00048, -1.76263], [-0.25270, 1.64592, -0.99346]],
  "e_lumo_ev": 2.656,
  "total_charge": -1,
  "orbital_gap_ev": 9.6
}

***

#B
{
  "formula": "H31O16",
  "method": "ωB97M-V/def2-TZVPD",
  "species": ["O", "O", "O", "O", "O", "O", "O", "O", "O", "O", "O", "O", "O", "O", "O", "O", "H", "H", "H", "H", "H", "H", "H", "H", "H", "H", "H", "H", "H", "H", "H", "H", "H", "H", "H", "H", "H", "H", "H", "H", "H", "H", "H", "H", "H", "H", "H"],
  "coordinates": [[1.75592, 0.46218, 3.92122], [0.53243, -1.45340, 2.56203], [-3.99658, -1.35387, 0.00540], [-4.83253, 1.60969, 0.61686], [-2.54603, 5.21979, -2.35030], [2.87641, -4.98964, 2.08546], [-1.32005, 1.13184, -0.72757], [-1.24026, 3.02154, 1.03031], [-3.70185, 2.19791, 2.68559], [0.28335, -0.47190, 0.09644], [4.41163, 2.64585, -1.37024], [-1.56786, -1.47407, -2.89875], [3.94135, -2.39313, 2.73287], [1.76751, 1.81156, -3.42049], [1.65353, -1.58350, -1.89387], [2.08363, -4.35266, -2.83287], [-1.17779, 2.16572, 0.48381], [1.69833, -0.24151, 3.18580], [-2.83193, 2.50835, 2.46794], [1.05504, -0.03326, 0.48701], [0.55936, -1.45938, 1.57433], [2.10247, -5.26958, 2.59294], [-3.17527, -1.82065, 0.02062], [-4.34335, 2.74999, 2.27348], [-4.98484, 2.29956, -0.02751], [2.02377, -3.50300, -2.36697], [2.96515, -5.43881, 1.27782], [-0.68811, 0.27426, -0.36021], [-1.74552, 0.96339, -1.55440], [1.18405, -0.94473, -1.13773], [2.83237, -4.21944, -3.38496], [-0.46484, 3.00240, 1.59746], [-2.44507, -1.72844, -2.52034], [3.81421, 2.58399, -2.14517], [-1.87077, 5.24119, -1.70872], [-2.86148, 4.36817, -2.65370], [0.91672, -1.49831, -2.46543], [1.00126, 2.46039, -3.48883], [-0.29560, -1.89195, 2.73329], [3.84294, -3.29146, 2.35154], [0.96841, 0.96565, 3.63413], [-5.44557, 1.57027, 1.37944], [-3.87565, -0.62496, 0.62432], [4.77207, -2.25788, 2.23534], [1.37757, 1.14830, -2.87450], [5.34470, 2.57425, -1.58388], [-1.20916, -0.83683, -2.27228]],
  "e_lumo_ev": 2.414,
  "total_charge": -1,
  "orbital_gap_ev": 9.3
}

***

The structure with the greatest stability is #A.

***

#A
{
  "formula": "C3H4N2S2",
  "method": "ωB97M-V/def2-TZVPD",
  "species": ["S", "S", "N", "N", "C", "C", "C", "H", "H", "H", "H"],
  "coordinates": [[2.72077, -1.12268, -0.13498], [-2.11592, -1.66587, -0.26369], [-0.71071, 2.13863, -0.26660], [0.08940, -0.31177, -0.09736], [-0.59756, -1.51518, 0.11476], [-0.76381, 0.90300, 0.26494], [1.47246, -0.13067, -0.21210], [0.00676, -2.31273, 0.49763], [-1.53357, 0.77542, 1.04921], [-0.07768, 2.21746, -1.00166], [1.50985, 1.02440, 0.04985]],
  "smiles": "[H]/N=C\\N(C=S)C=S",
  "e_lumo_ev": -1.147,
  "total_charge": 0,
  "orbital_gap_ev": 8.0
}

***

#B
{
  "formula": "C3H4N2S2",
  "method": "ωB97M-V/def2-TZVPD",
  "species": ["S", "S", "N", "N", "C", "C", "C", "H", "H", "H", "H"],
  "coordinates": [[-1.85510, 0.39135, 1.51153], [-0.56132, 2.27541, -1.06518], [1.23762, -1.17918, -0.39560], [-0.21772, 0.62243, -0.65531], [0.32091, -1.18602, 0.66289], [0.90635, -0.15105, -1.09048], [-0.62669, 0.02632, 0.55487], [1.52499, 0.03946, -2.03621], [-1.30369, 2.53160, 0.15854], [0.87288, -1.23624, 1.61911], [-0.29824, -2.13409, 0.73584]],
  "smiles": "S=C1CN=CN1S",
  "e_lumo_ev": 0.049,
  "total_charge": 0,
  "orbital_gap_ev": 8.9
}

***

#C
{
  "formula": "C3H4N2S2",
  "method": "ωB97M-V/def2-TZVPD",
  "species": ["S", "S", "N", "N", "C", "C", "C", "H", "H", "H", "H"],
  "coordinates": [[-1.75524, 0.02236, -0.15321], [1.56640, -0.50965, -0.43855], [-0.77369, 1.46728, -0.32379], [0.33924, -1.72335, 0.12666], [0.31209, 1.84314, 0.19566], [-0.89579, -1.43250, 0.38653], [1.23770, 0.81885, 0.61640], [-1.38252, -2.24956, 1.12092], [2.21553, 1.29050, 1.12046], [0.58647, 0.30927, 1.37587], [0.71899, 2.86212, 0.03926]],
  "smiles": "C1=NSC=NSC1",
  "e_lumo_ev": 0.218,
  "total_charge": 0,
  "orbital_gap_ev": 8.8
}

***

#D
{
  "formula": "C3H4N2S2",
  "method": "ωB97M-V/def2-TZVPD",
  "species": ["S", "S", "N", "N", "C", "C", "C", "H", "H", "H", "H"],
  "coordinates": [[-1.68640, -0.93617, -0.26083], [2.49421, -0.17756, -0.17679], [-1.96669, 0.68019, -0.06209], [0.31156, 1.23968, 0.03095], [-1.05481, 1.52310, 0.12638], [-0.03208, -1.06152, 0.56966], [0.91026, 0.00468, 0.12229], [0.37163, -2.05414, 0.48348], [-1.38117, 2.54746, 0.26226], [0.98454, 1.98154, -0.06696], [-0.25418, -0.89178, 1.63111]],
  "smiles": "S=C1CSN=CN1",
  "e_lumo_ev": -0.239,
  "total_charge": 0,
  "orbital_gap_ev": 8.3
}

***

The structure with the greatest stability is #D.